[1]
150
Properties=species:S:1:pos:R:3:mulliken_charge:R:1 method="wB97M-V/def2-TZVPD" total_charge=0 relative_energy_kj_mol=0.0 gap_ev=5.3 e_tot_ha=-2926.6933
C 1.038 6.029 3.375 -1.014
N 0.293 4.799 3.352 0.320
C -0.871 4.756 4.131 0.450
O -1.151 5.594 4.981 -0.704
N -1.698 3.662 3.822 0.080
C -2.856 3.507 4.664 -1.075
C -1.222 2.491 3.209 0.330
O -1.891 1.439 3.310 -0.795
C -0.017 2.636 2.457 -0.613
C 0.709 1.403 1.919 1.648
C 2.066 1.835 1.316 1.235
C 3.049 2.121 2.268 -0.969
C 4.241 2.730 1.930 -0.092
C 4.506 3.008 0.566 0.159
N 5.699 3.578 0.214 0.015
C 6.799 3.649 1.150 -0.672
C 6.329 4.014 2.543 -0.916
C 5.189 3.118 3.012 -0.537
C 6.118 3.604 -1.171 -0.699
C 4.964 4.033 -2.056 -1.044
C 3.745 3.133 -1.844 -0.328
C 3.520 2.733 -0.421 -0.199
C 2.345 2.081 -0.032 0.692
C 0.361 4.000 2.193 -0.189
O 0.725 4.479 1.113 -0.662
H 2.062 5.836 3.051 0.247
H 0.587 6.770 2.707 0.315
H 1.030 6.398 4.396 0.384
H -3.522 2.785 4.193 0.338
H -2.545 3.121 5.643 0.309
H -3.341 4.472 4.793 0.348
H 1.033 0.939 2.880 0.058
H 2.856 1.869 3.318 0.530
H 7.332 2.679 1.170 0.293
H 7.491 4.408 0.757 0.393
H 7.171 3.919 3.227 0.411
H 6.004 5.059 2.550 0.290
H 4.628 3.630 3.804 0.347
H 5.596 2.205 3.471 0.290
H 6.951 4.318 -1.238 0.451
H 6.493 2.608 -1.481 0.269
H 4.708 5.072 -1.816 0.313
H 5.283 4.001 -3.100 0.436
H 2.846 3.642 -2.216 0.080
H 3.858 2.225 -2.459 0.201
H 1.642 1.752 -0.806 -0.267
C -5.757 2.470 -3.481 -1.426
C -5.127 1.160 -3.970 0.472
C -6.229 0.144 -4.290 -1.669
C -4.085 0.660 -2.987 -0.326
C -4.338 -0.390 -2.089 0.042
C -3.386 -0.791 -1.158 -0.204
C -3.732 -1.773 -0.041 2.157
C -4.967 -2.609 -0.360 -2.277
C -3.844 -1.106 1.331 -1.841
C -2.060 -0.264 -1.249 0.360
C -0.914 -0.947 -0.635 -0.882
N -0.529 -2.236 -1.036 1.772
C -1.359 -3.194 -1.754 -1.433
C -1.871 -4.334 -1.101 1.067
C -1.509 -4.666 0.343 2.138
C -0.218 -5.474 0.370 -1.521
C -2.635 -5.356 1.107 -1.551
C -2.705 -5.197 -1.823 -0.290
C -3.108 -4.877 -3.115 -1.373
C -2.596 -3.751 -3.753 -0.433
C -1.654 -2.945 -3.111 -0.249
C -0.841 -1.913 -3.882 3.659
C -1.586 -1.350 -5.091 -1.928
C 0.529 -2.480 -4.269 -1.577
N 0.549 -2.641 -0.333 -0.559
N 0.871 -1.609 0.484 1.919
C 1.753 -1.800 1.602 -0.560
C 1.201 -1.995 2.905 0.305
C -0.270 -2.390 3.149 2.422
C -1.078 -1.610 4.195 -1.391
C -0.373 -3.842 3.621 -1.722
C 2.111 -2.049 3.968 -0.157
C 3.476 -1.945 3.740 -1.396
C 3.979 -1.866 2.452 -1.121
C 3.133 -1.856 1.344 0.655
C 3.762 -1.943 -0.058 0.325
C 3.456 -0.756 -0.960 -0.340
C 3.483 -3.265 -0.780 -1.370
C -0.006 -0.542 0.287 0.122
C -0.222 0.529 1.308 -1.299
C -1.845 0.887 -2.053 0.759
C -0.518 1.641 -2.076 2.187
C -0.671 3.047 -1.492 -1.657
C 0.129 1.660 -3.461 -1.155
C -2.859 1.325 -2.903 -0.542
H -4.995 3.230 -3.277 0.353
H -6.441 2.863 -4.240 0.438
H -6.326 2.297 -2.557 0.289
H -4.592 1.389 -4.905 0.358
H -5.813 -0.819 -4.604 0.377
H -6.872 -0.010 -3.414 0.335
H -6.855 0.524 -5.106 0.414
H -5.311 -0.890 -2.113 0.301
H -2.877 -2.463 0.006 -0.562
H -4.877 -3.056 -1.357 0.426
H -5.087 -3.418 0.368 0.326
H -5.866 -1.981 -0.323 0.494
H -2.969 -0.488 1.570 0.426
H -4.730 -0.453 1.354 0.357
H -3.957 -1.863 2.123 0.397
H -1.305 -3.708 0.844 -0.930
H 0.597 -4.830 0.022 0.061
H 0.014 -5.831 1.380 0.524
H -0.304 -6.342 -0.298 0.392
H -3.581 -4.808 1.015 0.063
H -2.784 -6.383 0.745 0.498
H -2.386 -5.411 2.174 0.401
H -3.058 -6.108 -1.343 0.339
H -3.825 -5.516 -3.631 0.373
H -2.905 -3.496 -4.765 0.422
H -0.689 -1.087 -3.178 -1.773
H -2.608 -1.057 -4.814 0.405
H -1.079 -0.454 -5.473 0.264
H -1.633 -2.088 -5.905 0.527
H 1.059 -2.860 -3.385 0.259
H 0.400 -3.316 -4.971 0.382
H 1.160 -1.717 -4.745 0.381
H -0.774 -2.284 2.177 -1.050
H -1.270 -0.565 3.923 0.086
H -2.062 -2.098 4.306 0.407
H -0.582 -1.645 5.179 0.362
H 0.188 -4.525 2.976 0.294
H 0.018 -3.920 4.647 0.500
H -1.424 -4.160 3.652 0.339
H 1.736 -2.219 4.986 0.430
H 4.174 -1.939 4.593 0.359
H 5.062 -1.827 2.288 0.406
H 4.847 -1.908 0.122 0.788
H 3.816 0.163 -0.488 -0.286
H 3.952 -0.854 -1.937 0.501
H 2.377 -0.664 -1.137 -0.327
H 3.872 -4.110 -0.203 0.346
H 2.404 -3.400 -0.908 -0.056
H 3.951 -3.277 -1.772 0.460
H -0.636 -0.072 2.157 -1.738
H -1.094 1.074 0.914 1.081
H 0.160 1.092 -1.417 -1.224
H -1.040 2.998 -0.460 0.340
H 0.290 3.580 -1.468 0.428
H -1.391 3.630 -2.083 0.486
H 0.348 0.640 -3.808 -0.018
H -0.536 2.138 -4.192 0.366
H 1.081 2.209 -3.431 0.266
H -2.664 2.192 -3.550 0.571

---

[2]
29
Properties=species:S:1:pos:R:3:mulliken_charge:R:1 method="wB97M-V/def2-TZVPD" total_charge=0 relative_energy_kj_mol=0.0 gap_ev=7.1 e_tot_ha=-2392.1239
Au 1.244 0.005 1.409 0.922
S 4.340 3.018 2.602 -0.208
C 3.228 1.940 2.165 0.143
S 3.413 0.211 2.025 -0.210
S 1.542 2.221 1.797 -0.191
O -0.842 0.133 1.028 -0.704
S -1.391 0.136 -0.416 0.479
C -1.082 1.803 -1.035 -0.597
C -2.137 2.689 -0.392 -0.619
C -3.443 1.915 -0.539 -0.615
C -3.150 0.481 -0.092 -0.581
H -1.187 1.739 -2.121 0.425
H -0.041 2.033 -0.814 0.383
H -2.175 3.667 -0.871 0.400
H -1.897 2.842 0.663 0.252
H -3.756 1.920 -1.585 0.294
H -4.257 2.338 0.049 0.338
H -3.756 -0.278 -0.582 0.405
H -3.226 0.357 0.988 0.265
N 1.809 -4.124 0.705 -0.414
C 1.628 -2.833 0.371 1.225
O 1.165 -2.080 1.298 -0.839
C 1.929 -2.400 -0.935 0.291
C 2.408 -3.336 -1.882 -0.362
N 2.825 -4.141 -2.596 -0.494
C 1.667 -1.075 -1.321 0.103
N 1.432 0.025 -1.593 -0.536
H 1.597 -4.403 1.645 0.256
H 2.111 -4.803 0.028 0.188

---

[3]
39
Properties=species:S:1:pos:R:3:mulliken_charge:R:1 method="wB97M-V/def2-TZVPD" total_charge=0 relative_energy_kj_mol=526.3 gap_ev=8.2 e_tot_ha=-879.0608
N -1.276 -0.634 -0.478 -0.033
H -1.680 0.194 -0.001 0.426
H -1.435 -1.465 0.103 0.332
H -0.258 -0.474 -0.591 -0.089
H -1.664 -0.817 -1.418 0.498
N 2.199 -0.930 -0.495 0.988
O 3.393 -1.155 -0.734 -0.657
O 1.289 -1.706 -0.908 -0.664
O 1.868 0.153 0.098 -0.633
C 1.165 1.872 -2.957 -0.854
C 1.855 2.983 -2.158 0.459
C 1.032 3.600 -1.038 -1.098
O 3.009 2.408 -1.524 -0.569
H 1.748 1.677 -3.864 0.317
H 0.148 2.050 -3.313 0.330
H 1.257 0.925 -2.418 -0.005
H 2.145 3.753 -2.874 0.310
H 0.824 2.982 -0.168 0.191
H 0.098 3.991 -1.456 0.309
H 1.656 4.409 -0.649 0.326
H 2.725 1.574 -1.111 0.293
C -0.729 -3.295 3.878 -1.418
C -1.020 -2.005 3.108 0.713
C 0.161 -1.111 2.777 -1.084
O -1.719 -2.237 1.876 -0.525
H -0.425 -3.101 4.901 0.365
H -0.091 -3.992 3.332 0.361
H -1.687 -3.832 3.929 0.396
H -1.685 -1.449 3.783 0.066
H 0.864 -1.007 3.604 0.437
H -0.184 -0.081 2.649 0.266
H 0.647 -1.441 1.861 0.139
H -2.299 -2.993 2.025 0.232
O -2.209 1.937 0.133 -0.649
H -2.507 2.626 0.740 0.279
H -2.867 1.933 -0.576 0.286
O -1.594 -1.559 -3.067 -0.645
H -2.087 -2.125 -3.671 0.288
H -0.665 -1.660 -3.326 0.317

---

[4]
100
Properties=species:S:1:pos:R:3:mulliken_charge:R:1 method="wB97M-V/def2-TZVPD" multiplicity=3 total_charge=-2 s_squared=2.12 relative_energy_kj_mol=70.8 gap_ev="4.6 / 5.7" e_tot_ha=-5534.7504
V -0.695 -0.881 0.341 -0.450
C 7.356 3.350 5.005 -0.889
O 5.956 3.470 5.011 -0.441
C 5.388 4.043 3.882 0.947
C 4.034 3.808 3.672 -0.754
C 3.386 4.330 2.566 0.273
C 4.070 5.123 1.618 -0.163
C 5.421 5.373 1.877 -0.519
C 6.082 4.840 2.983 -0.372
N 3.494 5.785 0.535 -1.028
N 2.351 5.332 0.031 -0.602
C 2.070 3.987 0.050 -0.604
C 2.985 2.935 0.114 -0.291
C 2.583 1.578 0.038 -0.426
C 1.274 1.247 -0.072 0.172
O 0.795 -0.036 -0.092 0.269
C 0.306 2.263 -0.131 -1.014
N -0.991 1.836 -0.153 0.149
C -1.938 2.735 -0.178 -0.194
C -1.677 4.121 -0.186 -0.806
C -0.377 4.552 -0.138 -0.787
C 0.677 3.619 -0.102 1.878
H 7.625 2.742 5.867 0.243
H 7.856 4.320 5.094 0.292
H 7.711 2.862 4.092 0.378
H 3.493 3.203 4.391 0.408
H 2.330 4.134 2.430 0.296
H 5.960 5.997 1.172 0.350
H 7.131 5.060 3.127 0.258
H 4.035 3.168 0.216 0.357
H 3.320 0.783 0.067 0.490
H -2.957 2.353 -0.177 0.067
H -2.501 4.824 -0.217 0.436
H -0.122 5.604 -0.112 0.455
N -10.673 0.285 -0.372 -0.579
C -9.533 0.165 -0.287 0.027
C -8.089 0.012 -0.179 0.573
C -7.547 -1.084 0.482 -0.642
C -6.176 -1.223 0.597 -0.500
C -5.299 -0.267 0.055 0.355
C -5.869 0.833 -0.607 -0.250
C -7.241 0.968 -0.724 -0.688
C -3.892 -0.417 0.161 -0.075
C -2.684 -0.590 0.267 0.231
H -8.208 -1.831 0.903 0.408
H -5.752 -2.076 1.109 0.483
H -5.211 1.576 -1.036 0.446
H -7.662 1.818 -1.244 0.401
C 0.453 1.261 3.444 -0.819
Si -0.641 -0.245 3.607 0.350
C -0.419 -0.915 5.351 -1.161
C -2.428 0.303 3.522 -1.012
C -0.220 -1.471 2.314 -0.775
H 0.431 1.880 4.348 0.495
H 0.141 1.885 2.600 0.050
H 1.492 0.971 3.254 0.244
H -0.628 -0.140 6.097 0.280
H 0.604 -1.274 5.511 0.286
H -1.100 -1.754 5.531 0.273
H -2.780 0.693 4.484 0.428
H -3.065 -0.536 3.226 0.223
H -2.566 1.076 2.760 0.248
H -0.690 -2.440 2.511 0.504
H 0.867 -1.618 2.282 0.277
C -0.842 -2.514 -0.485 -0.453
Ge -0.088 -2.917 -2.167 1.960
C 0.046 -4.849 -2.477 -0.496
C -1.063 -5.666 -2.225 -0.293
C -0.981 -7.049 -2.343 -0.682
C 0.222 -7.645 -2.707 -0.379
C 1.334 -6.853 -2.955 -0.601
C 1.243 -5.468 -2.838 -0.204
C 1.666 -2.138 -2.484 -0.330
C 1.935 -1.351 -3.602 -0.235
C 3.193 -0.782 -3.791 -0.659
C 4.200 -0.998 -2.862 -0.400
C 3.948 -1.782 -1.741 -0.775
C 2.691 -2.342 -1.554 0.145
C -1.269 -2.242 -3.593 -0.414
C -1.767 -3.043 -4.621 -0.407
C -2.681 -2.544 -5.547 -0.626
C -3.106 -1.225 -5.461 -0.327
C -2.619 -0.410 -4.444 -0.921
C -1.719 -0.919 -3.517 -0.012
H -1.496 -3.301 -0.100 0.375
H -2.005 -5.214 -1.932 0.383
H -1.852 -7.662 -2.143 0.367
H 0.291 -8.724 -2.791 0.351
H 2.275 -7.312 -3.235 0.371
H 2.120 -4.859 -3.035 0.298
H 1.152 -1.167 -4.329 0.356
H 3.379 -0.159 -4.658 0.363
H 5.175 -0.549 -3.004 0.357
H 4.728 -1.941 -1.004 0.368
H 2.495 -2.925 -0.660 0.316
H -1.442 -4.076 -4.702 0.313
H -3.064 -3.186 -6.332 0.370
H -3.818 -0.834 -6.178 0.341
H -2.952 0.619 -4.364 0.420
H -1.383 -0.278 -2.707 0.300

---

[5]
43
Properties=species:S:1:pos:R:3:mulliken_charge:R:1 method="wB97M-V/def2-TZVPD" smiles="CCOCCCNC(=O)Cc1ccc(OC)c(OC)c1" total_charge=0 relative_energy_kj_mol=245.8 gap_ev=8.9 e_tot_ha=-941.0642
C -2.994 -0.208 1.791 -0.874
C -3.116 -1.245 0.677 0.082
O -3.157 -0.682 -0.620 -0.428
C -1.956 -0.099 -1.076 0.490
C -1.673 -0.574 -2.504 -0.941
C -1.246 -2.043 -2.533 -0.814
N 0.043 -2.229 -1.908 -0.019
C 0.209 -2.841 -0.714 0.523
O -0.658 -3.474 -0.154 -0.650
C 1.609 -2.635 -0.131 -1.262
C 1.788 -1.164 0.117 0.235
C 2.617 -0.381 -0.669 -0.958
C 2.693 0.986 -0.459 -0.469
C 1.937 1.618 0.519 1.240
C 1.085 0.833 1.320 0.463
C 1.038 -0.540 1.102 -0.464
H 0.380 -1.119 1.732 0.385
O 0.249 1.258 2.308 -0.419
C 0.209 2.604 2.725 -0.886
H 1.180 2.942 3.092 0.334
H -0.514 2.624 3.540 0.294
H -0.126 3.267 1.924 0.284
O 1.979 2.974 0.739 -0.439
C 2.858 3.757 -0.028 -0.991
H 2.734 4.774 0.341 0.264
H 3.899 3.448 0.109 0.371
H 2.604 3.727 -1.092 0.358
H 3.355 1.564 -1.082 0.394
H 3.223 -0.829 -1.443 0.408
H 2.359 -3.007 -0.829 0.383
H 1.671 -3.200 0.799 0.312
H 0.796 -1.653 -2.253 0.293
H -1.202 -2.401 -3.567 0.313
H -1.964 -2.648 -1.976 0.407
H -2.583 -0.457 -3.091 0.401
H -0.888 0.048 -2.942 0.395
H -1.116 -0.370 -0.425 -0.498
H -2.055 0.996 -1.065 0.386
H -2.299 -1.975 0.748 0.050
H -4.066 -1.778 0.768 0.359
H -3.787 0.531 1.700 0.345
H -2.034 0.302 1.752 -0.046
H -3.082 -0.702 2.755 0.388

---

[6]
16
Properties=species:S:1:pos:R:3:mulliken_charge:R:1 method="wB97M-V/def2-TZVPD" total_charge=+1 relative_energy_kj_mol=129.8 gap_ev=11.2 e_tot_ha=-382.5286
O 2.416 1.505 -1.100 -0.680
H 3.349 1.278 -0.792 0.337
H 2.578 2.348 -1.593 0.348
O 0.579 1.517 2.304 -0.593
H -0.200 1.941 2.703 0.346
H 1.253 1.464 3.019 0.343
O 0.272 -2.091 -1.275 -0.703
H 0.388 -3.006 -1.043 0.329
H -0.621 -2.187 -1.602 0.337
O -3.594 -1.325 -0.528 -0.635
H -4.268 -2.017 -0.391 0.321
H -4.277 -0.593 -0.543 0.327
O 0.309 0.255 0.246 -0.494
H 1.008 0.740 -0.442 0.484
H 0.351 0.818 1.139 0.495
H 0.457 -0.646 -0.102 0.440

---

[7]
51
Properties=species:S:1:pos:R:3:mulliken_charge:R:1 method="wB97M-V/def2-TZVPD" multiplicity=5 total_charge=-1 s_squared=6.02 gap_ev="5.0 / 6.0" e_tot_ha=-6164.8668
Co 10.734 9.825 4.463 0.144
O 15.099 9.977 5.292 -0.778
S 13.805 9.298 5.242 1.498
O 13.677 8.078 4.405 -0.661
O 12.686 10.257 4.909 -0.533
C 13.514 8.862 6.938 0.091
C 14.680 8.698 7.724 -0.594
C 14.551 8.313 9.066 -0.626
C 13.274 8.078 9.627 -0.901
C 12.116 8.157 8.838 -0.636
C 12.241 8.541 7.477 0.755
P 10.663 8.491 6.622 1.248
C 10.003 9.938 7.473 1.309
C 8.994 9.924 8.444 -0.599
C 8.512 11.141 8.880 -0.582
C 8.907 12.355 8.318 -0.583
C 10.060 12.404 7.554 -1.006
C 10.577 11.181 7.097 -0.590
C 9.631 7.127 7.261 -0.080
C 8.230 7.211 6.996 -0.746
C 7.345 6.200 7.344 -0.474
C 7.860 5.018 7.905 -0.543
C 9.235 4.957 8.162 -0.678
C 10.169 5.942 7.736 -0.367
H 15.668 8.749 7.291 0.483
H 15.415 8.248 9.722 0.362
H 13.199 7.918 10.720 0.330
H 11.165 7.789 9.252 0.436
H 8.575 8.979 8.756 0.396
H 7.650 11.148 9.579 0.302
H 8.341 13.249 8.526 0.419
H 10.497 13.341 7.283 0.464
H 11.389 11.252 6.348 0.409
H 7.869 8.094 6.489 0.541
H 6.292 6.429 7.173 0.368
H 7.274 4.129 8.186 0.337
H 9.721 4.131 8.688 0.334
H 11.239 5.887 7.878 0.626
O 8.721 9.732 4.355 -0.778
N 8.322 10.991 4.188 0.629
C 7.043 11.243 4.543 -0.250
C 6.550 12.535 4.526 -0.747
C 7.384 13.595 4.079 -0.168
C 8.689 13.301 3.761 -0.833
C 9.188 11.966 3.750 0.711
S 10.770 11.752 3.108 -0.444
H 6.524 10.356 4.887 0.407
H 5.554 12.716 4.880 0.400
H 7.016 14.624 4.004 0.354
H 9.464 14.059 3.626 0.352
Se 11.295 7.414 4.666 -0.507

---

[8]
31
Properties=species:S:1:pos:R:3:mulliken_charge:R:1 method="wB97M-V/def2-TZVPD" smiles="CCP(=S)(CC)NC(C)(C)C" total_charge=0 relative_energy_kj_mol=14.4 gap_ev=9.0 e_tot_ha=-1111.0888
C 3.467 0.140 -0.522 -1.057
C -0.497 0.792 -3.193 -1.274
C -1.586 0.577 2.564 -1.553
C -2.557 -0.938 0.817 -1.715
C -0.459 -1.639 1.904 -1.476
C 2.133 0.334 0.213 -0.424
C 0.489 1.212 -2.126 -0.528
C -1.249 -0.424 1.409 1.248
N -0.414 0.417 0.471 -0.275
P 0.668 -0.065 -0.824 0.511
S 0.465 -1.918 -1.490 -0.399
H 3.470 -0.856 -1.153 0.239
H 3.590 0.996 -1.375 0.202
H 4.285 0.179 0.183 0.390
H -0.428 -0.279 -3.540 0.312
H -1.531 0.833 -2.833 0.279
H -0.435 1.250 -4.144 0.416
H -0.801 0.750 3.269 0.362
H -1.790 1.570 2.136 0.391
H -2.431 0.149 3.158 0.370
H -2.239 -1.585 -0.051 0.341
H -3.074 -0.130 0.413 0.416
H -3.018 -1.385 1.600 0.535
H -0.669 -2.430 1.231 0.409
H 0.569 -1.367 1.718 0.161
H -0.560 -2.071 2.861 0.412
H 1.838 1.419 0.249 0.224
H 2.214 -0.205 1.147 0.426
H 0.197 2.082 -1.562 0.424
H 1.383 1.336 -2.722 0.350
H -1.029 1.256 0.191 0.285